86
Properties=species:S:1:pos:R:3 method="wB97M-V/def2-TZVPD" total_charge=+1 relative_energy_ev=0.900 energy_ha=-5477.0886 orbital_gap_ev=5.7 homo_ev=-9.11
Sc 0.23018 0.05237 1.44535
S 5.59858 -0.05483 6.60835
C 4.42938 0.00957 5.47145
S 4.76128 -0.03013 3.76055
C 3.09838 0.05747 3.20055
C 2.14068 0.12467 4.16935
S 0.43098 0.22737 3.94535
S 2.71988 0.11527 5.82935
S 2.87208 0.05497 1.48795
N 1.06868 2.48577 1.39115
C 0.09988 3.53667 1.37985
C 0.40888 4.87557 1.37005
C -0.60422 5.84637 1.41325
C -1.91902 5.47797 1.48195
C -2.27852 4.11407 1.49795
C -3.61342 3.67177 1.59455
C -3.87282 2.32667 1.57745
C -2.79872 1.43447 1.47855
N -1.53222 1.79097 1.40605
C -1.25782 3.12747 1.42565
H 1.33628 2.30697 2.37245
H 1.93038 2.77177 0.91695
H 1.43948 5.19877 1.36815
H -0.33582 6.89247 1.40795
H -2.70472 6.21567 1.53535
H -4.41012 4.39517 1.68175
H -4.88192 1.94857 1.63785
H -2.98662 0.36677 1.45505
C -3.66412 -2.22883 1.11845
P -1.97402 -1.96913 1.81235
C -2.42392 -1.90253 3.58885
C -1.38842 -3.72723 1.66725
C 0.02858 -3.92373 2.18805
P 1.20068 -2.63423 1.55235
C 2.65638 -3.15803 2.52175
C 1.67098 -3.31233 -0.09085
H -4.11652 -3.09583 1.60055
H -3.62482 -2.40333 0.04525
H -4.29382 -1.36123 1.30995
H -3.18092 -2.65453 3.81425
H -2.82002 -0.91393 3.82195
H -1.53792 -2.06553 4.20015
H -1.43522 -4.00693 0.61025
H -2.08632 -4.37393 2.20835
H 0.40068 -4.91583 1.91205
H 0.04788 -3.85153 3.28145
H 2.77448 -4.23863 2.44355
H 2.51248 -2.88943 3.56655
H 3.54998 -2.66623 2.14545
H 2.00658 -4.34373 0.01135
H 2.49208 -2.70773 -0.47805
H 0.84448 -3.26723 -0.79975
F 5.65428 -1.04213 -4.54235
C 4.51728 -0.79943 -3.87775
C 4.44668 0.29307 -3.03155
C 3.26758 0.53457 -2.34915
C 2.16868 -0.29703 -2.52225
C 2.27028 -1.39833 -3.36025
C 3.44308 -1.65583 -4.04715
Sb 0.34748 0.09507 -1.43075
C -0.88462 -1.32203 -2.49675
C -1.50932 -2.32293 -1.76625
C -2.29772 -3.27933 -2.38075
C -2.46492 -3.21053 -3.75365
F -3.24152 -4.11753 -4.35755
C -1.85032 -2.22623 -4.51125
C -1.05492 -1.29103 -3.87495
C -0.19872 1.92067 -2.43825
C -1.33602 2.00687 -3.22445
C -1.67702 3.19547 -3.84625
C -0.87052 4.30317 -3.65665
F -1.19752 5.45997 -4.24935
C 0.26148 4.24857 -2.86305
C 0.58868 3.05007 -2.25405
H 5.30628 0.93257 -2.91125
H 3.22088 1.37067 -1.66555
H 1.42968 -2.06723 -3.48385
H 3.53158 -2.50573 -4.70425
H -1.37162 -2.34643 -0.68935
H -2.78172 -4.06553 -1.82055
H -2.00162 -2.20113 -5.57905
H -0.55942 -0.52843 -4.45625
H -1.96332 1.13887 -3.36345
H -2.54952 3.26877 -4.47455
H 0.87008 5.12927 -2.73855
H 1.47838 3.00037 -1.64065

19
Properties=species:S:1:pos:R:3 method="wB97M-V/def2-TZVPD" total_charge=+1 relative_energy_ev=1.649 energy_ha=-455.8933 orbital_gap_ev=11.1 homo_ev=-14.11
N -1.11237 0.10433 -0.27261
C 0.07902 -0.79648 -0.10007
C 0.23940 -1.20450 1.46789
O -1.16712 -1.47893 1.69114
C 1.28481 0.01336 -0.45477
N 2.50041 -0.58859 -0.48391
O 1.12752 1.22113 -0.63124
H -1.96688 -0.43788 -0.39335
H -1.13896 0.65551 0.60012
H -1.35798 0.85810 -1.04722
H -0.11349 -1.57255 -0.81050
H 0.88568 -2.05579 1.60154
H 0.49532 -0.21865 1.91405
H -1.23971 -1.56189 2.65206
H 3.39310 -0.13072 -0.53447
H 2.50144 -1.60700 -0.48852
H -1.50614 2.99202 -0.89684
H -2.95176 2.47025 -1.47043
O -2.06792 2.25194 -1.14734

16
Properties=species:S:1:pos:R:3 method="wB97M-V/def2-TZVPD" total_charge=+1 relative_energy_ev=0.043 energy_ha=-3238.6743 orbital_gap_ev=9.2 homo_ev=-13.27
C 1.40399 -0.24012 -0.67241
C 0.74622 0.99311 -0.41720
C 0.03340 1.37110 -1.52746
C 2.29586 -0.94191 0.27912
N 1.16059 -0.75180 -1.85278
N -2.49569 0.29614 -0.26042
S 0.20681 0.17514 -2.77616
Br -1.10897 2.87529 -1.70119
H -1.51219 0.46360 0.02494
H 0.84927 1.57115 0.48284
H 2.56474 -1.91381 -0.12015
H 1.81601 -1.06100 1.24887
H 3.20561 -0.36231 0.42582
H -2.48308 -0.10713 -1.20959
H -2.98743 1.20047 -0.28959
H -2.97517 -0.34307 0.38585